(1)
Below is C14H12B2Cl5F4N4O5Os as an isolated structure, with properties calculated with ωB97M-V/def2-TZVPD.

Results
Relative energy (zero: lowest compared OMol25 entry of this formula, charge and spin): 0.456 eV
2S+1: 5
Net charge: +3
Max |F|: 0.01865 Eh/bohr
Expectation value of S²: 6.065

Structure (XYZ):
```
47
Properties=species:S:1:pos:R:3:forces:R:3:lowdin_spin:R:1
N -1.464709 1.432645 0.078183 -0.040 -0.308 -0.043 0.02
H 3.496181 -3.168019 2.255271 0.004 -0.018 0.008 0.00
H 2.432511 -3.059067 3.654172 0.026 0.046 0.011 0.00
N 2.371257 -1.159312 1.043248 0.058 0.275 -0.096 0.03
C 3.231379 -1.811239 0.050593 -0.107 0.057 -0.087 0.03
O 0.767994 0.434959 -2.896827 0.021 0.073 -0.251 0.00
H -2.947657 3.547504 0.189686 -0.006 -0.010 0.024 0.00
C 4.649827 -2.125571 0.322564 0.029 0.049 -0.023 0.23
N -0.238830 -0.679426 1.940629 -0.254 -0.244 -0.255 0.00
F 2.825781 0.418358 -3.925158 -0.242 0.170 0.134 0.00
H 1.146489 -1.723373 4.733830 0.022 0.012 -0.028 0.00
C -0.656605 2.029247 -2.007988 -0.114 -0.080 0.070 0.07
C 2.464165 -3.039543 2.565962 -0.106 -0.134 -0.112 0.01
B -2.512658 -0.057483 1.564300 -0.142 0.417 -0.382 0.01
H -1.885721 4.432335 -0.929851 0.036 -0.014 0.009 0.01
F -2.317989 -0.820457 0.356284 0.129 -0.183 0.215 0.09
Cl 6.947914 -3.305000 -0.276136 0.099 -0.017 0.018 0.01
Cl 5.433903 -1.208701 1.459794 0.085 0.080 0.124 0.14
C 4.578486 -3.905291 -1.381912 -0.052 -0.010 0.010 0.04
C -2.447683 3.508513 -0.772883 -0.011 0.001 -0.107 0.02
Cl 0.747761 -2.623190 -0.879429 0.052 -0.354 -0.135 0.05
C 1.851503 -1.777366 2.066076 -0.062 -0.074 0.167 0.02
C -1.543620 2.338730 -0.841379 -0.004 0.246 0.019 0.09
O -1.414349 -0.491414 2.498241 -0.261 0.140 0.140 0.00
H -0.202180 -2.688474 4.102935 0.008 0.005 -0.020 0.00
C 5.297896 -3.081491 -0.461051 -0.056 0.008 0.055 0.01
Os -0.034214 0.030333 -0.052283 0.329 0.584 0.686 2.38
O 3.020790 -1.318293 -1.250310 0.094 0.061 -0.093 0.04
C 3.195450 -3.759180 -1.592856 0.023 0.070 0.029 0.25
N -0.002719 0.912628 -1.861734 0.331 0.282 -0.117 0.02
Cl 2.325065 -4.837882 -2.486301 -0.050 -0.032 -0.104 0.17
H -3.203737 3.457688 -1.561731 0.003 -0.050 -0.003 0.01
B 2.040332 0.988727 -3.051647 0.390 -0.114 0.232 0.00
O 1.916051 0.037752 0.619328 -0.215 -0.549 -0.486 0.15
F -3.692030 -0.143844 2.139428 0.136 -0.080 0.066 0.00
H 1.878655 -3.905730 2.233702 -0.041 0.085 -0.004 0.00
H -0.457047 -1.009041 4.514054 -0.011 0.093 0.011 0.00
C -0.614368 2.899975 -3.192238 -0.050 0.100 -0.024 0.01
C 2.505348 -2.587118 -0.989560 -0.180 0.019 0.198 0.03
Cl 5.394259 -5.110272 -2.202861 0.053 -0.064 -0.050 0.04
O -2.251050 1.413644 1.133144 -0.161 -0.142 0.072 -0.02
C 0.266626 -1.698884 4.094338 0.052 -0.056 -0.027 0.00
C 0.611271 -1.301183 2.695884 0.378 -0.081 0.360 0.01
H -0.160742 3.858981 -2.913188 -0.007 -0.032 0.034 0.01
H -1.630578 3.129875 -3.524070 0.007 -0.024 0.022 0.00
H -0.057580 2.468191 -4.015889 -0.023 -0.037 -0.045 0.00
F 2.427003 1.973197 -2.261040 -0.170 -0.169 -0.222 0.00
```
Positions in Å, forces in eV/Å.

(2)
Below is a 18-piece molecular cluster, C3H42O17S overall at a distorted geometry, with properties calculated with ωB97M-V/def2-TZVPD.

Results
Relative energy (zero: lowest compared OMol25 entry of this formula, charge and spin): 8.070 eV
2S+1: 1
Max |F|: 0.14961 Eh/bohr

Structure (XYZ):
```
63
Properties=species:S:1:pos:R:3:forces:R:3:lowdin_charge:R:1
H 4.903804 1.917814 -1.575095 0.202 0.332 -0.822 0.01
H 3.946285 1.703185 -0.454537 0.575 -0.338 0.119 -0.01
H -5.239929 -1.214202 -0.709927 -2.325 -0.102 2.025 0.01
H -1.959810 4.651900 1.159971 -0.729 -0.223 0.130 0.08
H -1.487147 0.221207 -3.455886 -0.613 -0.369 -0.289 0.06
O 2.152763 2.164854 0.353383 0.088 -1.608 -0.863 -0.09
H 0.113498 -5.074742 2.029246 0.325 1.238 -1.088 0.10
H -4.840349 1.233204 -1.124037 -0.767 -2.107 -1.569 -0.04
O 1.860017 2.870145 2.803775 0.453 -0.189 0.986 -0.09
H 1.185357 -0.947315 -2.368973 -6.430 2.130 -2.622 -0.06
H 2.535103 3.259931 3.424795 -1.085 -1.073 -0.995 0.10
C -1.163539 -0.151601 1.873472 -1.132 0.262 3.064 -0.40
O 1.666472 -1.503683 2.678530 0.206 -0.727 -0.576 -0.07
O 4.823572 1.409448 -0.780511 -0.725 -0.240 0.844 -0.06
H -2.705929 -1.910881 0.693246 -0.069 1.491 2.249 -0.01
H -1.284621 -4.091808 -2.656398 -0.681 0.268 0.262 0.00
O -1.526510 -4.778245 -0.779210 3.564 -0.102 1.426 -0.12
O -4.785812 -0.916375 -1.454587 1.040 0.135 -1.442 -0.03
O -0.271471 2.768436 -2.640098 -0.181 3.649 0.022 -0.03
H 3.310971 -0.519789 0.060017 4.753 0.239 -1.107 -0.02
H -0.424174 0.049952 2.705048 -0.295 0.070 -1.362 0.02
O 0.051793 -4.351935 1.345832 2.156 0.179 0.620 -0.10
H -2.215554 -4.721604 -0.135258 -1.095 0.100 0.376 0.01
H 2.286099 -1.289486 1.956468 0.228 0.910 0.147 0.03
H 2.408419 2.898539 -0.179948 -0.227 0.774 -0.290 0.02
H 2.196733 -2.484979 -0.831145 -0.596 1.496 -1.589 -0.02
H -2.124089 0.191666 2.440283 1.151 -0.989 -1.220 0.07
H -1.865442 -2.572580 -0.313316 0.732 -0.514 -0.475 0.03
H 0.986627 -3.966379 1.146759 -1.884 -1.293 0.415 0.08
H 1.933489 2.362938 -2.657461 -2.900 -1.190 -2.355 -0.03
O -4.572690 1.887062 -0.533715 2.092 2.238 1.335 -0.05
H 1.372729 0.058786 3.804936 -2.465 -4.125 -2.891 -0.07
H 3.215369 -3.559315 -0.568449 3.301 -2.707 -2.213 -0.01
H 2.454259 -0.504870 -1.968461 3.872 4.955 0.636 -0.01
H -2.557049 3.670044 -0.271560 0.584 0.536 0.845 0.08
H -0.591682 2.594548 -1.770252 -0.103 -0.668 0.757 -0.03
H -3.607319 1.986745 -0.731804 -1.275 -0.263 0.331 0.01
O -2.766042 -2.356139 -0.108454 -0.820 -0.985 -1.799 -0.01
O -0.559623 0.246351 -3.252278 2.253 -1.963 -0.479 -0.06
H -2.595362 2.287900 1.481184 -2.884 -0.740 0.483 0.01
H -2.331397 -3.018108 -3.133133 -0.570 0.955 0.823 -0.01
C -1.623247 2.546570 1.309832 1.279 -0.086 -0.680 -0.50
H 2.036767 0.419823 -0.072991 1.625 -2.668 1.689 0.10
O 2.443492 -0.518194 0.261494 -5.893 3.139 0.725 -0.10
H -1.129049 -1.313654 1.856698 -0.156 2.125 -0.991 0.06
S -1.015744 1.015449 0.445817 0.474 -0.311 0.718 0.81
O 2.581893 -3.054172 -0.205714 -2.764 0.517 4.241 0.02
H 1.229214 -2.190573 2.165189 -0.676 -0.203 0.512 0.01
H 2.480881 3.684894 -2.176366 0.130 -2.801 0.116 0.14
O -1.850731 -3.782377 -3.377576 1.055 -1.144 -1.227 -0.05
H 1.765383 0.390541 5.184311 -0.342 -1.243 3.991 0.01
H -0.097538 -0.582609 -3.610781 -1.719 1.754 0.330 0.10
H -4.067072 -1.531283 -1.276510 1.202 0.069 -0.675 0.00
O 1.934550 -1.201714 -2.030188 2.249 -7.304 0.884 0.09
H -1.279183 2.712982 2.311803 1.302 -0.077 0.284 0.08
H 1.812113 1.885973 2.967668 0.427 1.629 0.784 0.04
H -0.028900 1.999119 -3.077448 0.079 -2.584 -0.785 -0.05
H 1.898016 2.409475 1.234498 0.140 0.950 0.843 -0.02
C -1.740447 3.819313 0.489834 -1.721 -0.312 -0.337 -0.13
O 1.815346 0.621845 4.322197 2.917 4.952 -0.932 0.04
H -0.952963 4.258150 -0.038490 1.985 -0.194 -0.880 0.04
O 2.549445 2.659853 -2.070244 3.108 4.503 1.493 -0.04
H -0.690043 -4.750032 -0.115489 -2.421 -0.155 -1.952 0.07
```
Positions in Å, forces in eV/Å.